Entry from OMol25: C16H20Cl3N8NaS as an isolated structure (ωB97M-V/def2-TZVPD).

```
49
Properties=species:S:1:pos:R:3:forces:R:3:mulliken_charge:R:1
Na 0.9113 -1.6704 0.1701 0.21 0.00 -0.75 0.816
N 4.3122 -0.2106 3.0102 0.03 0.14 -0.16 -0.374
C 3.2811 -0.7038 2.2858 0.01 -0.27 0.20 0.602
S 3.4902 -0.7282 0.5579 -0.08 -0.03 0.34 -0.570
N 2.2749 -1.1233 3.0575 0.07 0.04 -0.57 -1.359
N 1.2772 -1.6969 2.3521 0.02 0.15 0.63 0.527
C 0.2092 -1.9741 2.9982 -0.26 -0.20 -0.22 -0.863
C -0.9528 -2.5723 2.3005 0.35 0.14 0.11 1.102
C -2.1639 -2.6854 2.9788 -0.13 -0.05 0.07 -0.620
C -3.2677 -3.1904 2.3184 -0.02 0.01 0.06 -0.330
C -3.1432 -3.5752 0.9920 0.02 -0.01 -0.02 -0.618
C -1.9019 -3.4371 0.3926 0.12 0.03 0.11 -0.225
N -0.8288 -2.9549 1.0177 -0.27 -0.03 0.15 -0.421
H 5.1358 0.1131 2.5400 -0.03 0.00 0.02 0.192
H 4.2452 -0.2207 4.0120 0.02 -0.01 0.03 0.237
H 0.1167 -1.7321 4.0559 -0.04 -0.04 0.04 0.337
H -2.2264 -2.3676 4.0116 -0.01 -0.01 -0.01 0.362
H -4.2168 -3.2802 2.8317 0.00 0.00 -0.01 0.421
H -3.9794 -3.9732 0.4344 0.00 0.00 0.00 0.389
H -1.7564 -3.7260 -0.6427 0.02 0.01 -0.01 0.406
C 1.2725 3.4951 -2.1370 -0.02 0.00 -0.10 -0.547
C 2.1599 2.4842 -1.4491 -0.04 -0.05 0.06 -0.672
N 1.3784 1.2901 -1.1547 0.03 -0.03 0.15 0.289
C 0.1079 1.3881 -0.6096 0.02 0.19 -0.07 -0.139
N -0.3611 0.3502 -0.0051 -0.09 0.07 0.04 0.106
C -1.6822 0.4314 0.6040 0.03 -0.11 -0.07 -0.424
C -2.5854 1.4412 -0.0779 -0.09 -0.01 -0.07 -0.687
C -1.8551 2.7619 -0.1674 0.08 0.02 0.01 -0.728
N -0.5749 2.5689 -0.8275 -0.02 -0.04 -0.01 0.171
C 0.1026 3.7931 -1.2265 -0.02 -0.03 0.06 -0.657
H 0.9082 3.0826 -3.0817 0.02 0.01 0.00 0.185
H 1.8193 4.4134 -2.3529 0.01 0.00 0.01 0.374
H 2.5776 2.9206 -0.5327 0.02 0.02 0.00 0.327
H 2.9996 2.1911 -2.0786 -0.01 -0.01 -0.02 0.442
H 1.9226 0.6153 -0.6134 0.02 -0.03 -0.13 -0.308
H -1.5851 0.6774 1.6683 0.03 0.02 0.01 0.254
H -2.1422 -0.5593 0.5654 0.02 0.00 0.00 -0.010
H -3.5242 1.5613 0.4660 0.01 0.00 0.00 0.397
H -2.8232 1.0986 -1.0891 -0.01 -0.01 0.02 0.291
H -1.7126 3.1839 0.8369 0.01 0.01 0.01 0.305
H -2.4213 3.4941 -0.7472 -0.02 -0.01 -0.02 0.395
H 0.4555 4.3471 -0.3450 -0.02 0.00 0.03 0.304
H -0.6341 4.4253 -1.7264 0.00 0.01 -0.02 0.340
Cl 0.2123 -2.5913 -5.7980 -0.05 -0.07 -0.10 -0.103
C 0.9260 -1.4688 -4.6391 -0.04 -0.17 0.40 0.705
Cl 2.6310 -1.2133 -4.9933 0.13 0.03 -0.04 -0.093
Cl 0.0549 0.0629 -4.6438 -0.06 0.10 0.00 -0.077
C 0.8157 -2.0595 -3.2914 0.05 0.23 -0.18 -0.115
N 0.7411 -2.4763 -2.2279 -0.03 -0.02 -0.01 -0.339
```
Positions in Å, forces in eV/Å.

Summary:
energy relative to the best compared isomer or geometry (same formula, charge and spin)	0.0	kcal per mole
frontier orbital gap	7.22	eV